Record 1
A molecular structure, C26H49AlN5O2 at a distorted geometry. Source: the Open Molecules 2025 dataset; level of theory: ωB97M-V/def2-TZVPD.

```
! RIJCOSX wB97M-V def2-TZVPD def2/J DEFGRID3
* xyz 1 1
Al -5.545 4.071 -3.070
C -0.703 6.438 -3.010
C -1.951 5.743 -3.619
C -1.656 4.582 -4.571
O -2.836 5.326 -2.653
H -0.100 5.837 -2.332
H -1.060 7.291 -2.432
H -0.051 6.844 -3.783
H -2.532 6.540 -4.125
H -0.843 4.843 -5.247
H -2.503 4.264 -5.178
H -1.381 3.807 -3.854
C -6.007 0.182 -4.729
C -4.619 0.908 -4.696
C -4.605 1.807 -5.879
O -4.345 1.526 -3.476
H -6.033 -0.572 -3.941
H -6.330 -0.291 -5.656
H -6.784 0.923 -4.527
H -3.873 0.105 -4.811
H -4.482 1.392 -6.882
H -3.784 2.532 -5.838
H -5.548 2.335 -6.064
C 2.514 1.951 -6.193
C 1.124 2.524 -5.875
C -0.021 1.899 -6.668
C 0.046 2.074 -8.118
N 0.116 2.188 -9.258
H 2.615 0.865 -6.196
H 3.338 2.301 -5.571
H 2.807 2.244 -7.205
H 1.180 3.611 -5.818
H 0.908 2.271 -4.831
H -1.020 2.177 -6.325
H -0.014 0.807 -6.577
C -6.311 0.795 -8.944
C -7.038 -0.245 -9.848
C -7.289 0.225 -11.291
C -8.117 1.428 -11.428
N -8.710 2.403 -11.550
H -5.246 0.925 -9.158
H -6.478 0.467 -7.919
H -6.661 1.820 -9.086
H -7.998 -0.263 -9.329
H -6.508 -1.187 -9.734
H -7.707 -0.623 -11.836
H -6.334 0.348 -11.805
C -8.356 -3.019 -4.317
C -9.866 -2.929 -4.611
C -10.629 -3.095 -3.292
C -10.725 -4.458 -2.788
N -10.846 -5.519 -2.369
H -8.134 -3.821 -3.612
H -7.839 -2.096 -4.054
H -7.875 -3.321 -5.253
H -10.130 -3.705 -5.325
H -10.021 -1.931 -5.019
H -11.602 -2.615 -3.419
H -10.180 -2.506 -2.487
C -2.079 -1.106 -2.519
C -0.900 -1.597 -3.362
C 0.111 -0.454 -3.507
C 1.346 -0.990 -4.079
N 2.309 -1.433 -4.522
H -1.757 -0.980 -1.480
H -2.876 -1.854 -2.510
H -2.582 -0.170 -2.779
H -1.362 -1.978 -4.276
H -0.607 -2.513 -2.850
H 0.221 -0.148 -2.467
H -0.232 0.331 -4.178
C -7.502 -1.880 -0.679
C -5.972 -1.796 -0.917
C -5.315 -0.500 -0.495
C -5.996 0.771 -0.819
N -6.502 1.773 -1.057
H -7.975 -1.101 -1.288
H -7.749 -1.706 0.367
H -7.979 -2.759 -1.108
H -5.849 -1.944 -1.994
H -5.559 -2.680 -0.432
H -4.313 -0.374 -0.913
H -5.128 -0.665 0.569
*
```

DFT total energy   -1686.16704 a.u.
ΔE to the lowest compared entry with this formula, charge and spin   0.0 kJ/mol

Atomic partial charges in e from the Löwdin method, atoms 1 to 4: 1.0933 0.0012 -0.5100 -0.0430


Record 2
A molecular structure, C26H24F6N2O5PPtS2. Source: the Open Molecules 2025 dataset; level of theory: ωB97M-V/def2-TZVPD.

```
! RIJCOSX wB97M-V def2-TZVPD def2/J DEFGRID3
* xyz 1 3
Pt 0.100 0.026 -0.076
C 1.210 -1.876 2.193
C 1.134 -0.655 3.088
C 2.226 0.359 2.778
C -0.270 -0.044 3.037
C -0.546 0.969 4.145
O -0.871 2.194 3.446
C -0.819 1.956 2.140
N -0.517 0.753 1.796
C -1.171 3.152 1.320
C -1.534 4.291 2.043
C -1.875 5.469 1.402
C -1.849 5.537 0.020
C -1.490 4.417 -0.709
C -1.158 3.217 -0.083
P -0.787 1.865 -1.228
C 0.375 2.578 -2.405
C 1.576 3.060 -1.882
C 2.535 3.591 -2.724
C 2.301 3.643 -4.094
C 1.110 3.165 -4.616
C 0.143 2.628 -3.774
C -2.332 1.452 -2.050
C -2.309 0.504 -3.073
C -3.486 0.097 -3.675
C -4.698 0.627 -3.253
C -4.730 1.563 -2.230
C -3.552 1.977 -1.626
H 2.214 -2.276 2.070
H 0.853 -1.609 1.181
H 0.534 -2.670 2.513
H 1.267 -0.991 4.123
H 2.209 0.684 1.730
H 3.208 -0.077 2.953
H 2.156 1.255 3.398
H -1.011 -0.846 3.055
H 0.321 1.173 4.772
H -1.399 0.714 4.769
H -1.548 4.253 3.120
H -2.156 6.333 1.989
H -2.107 6.454 -0.492
H -1.467 4.476 -1.791
H 1.769 3.023 -0.815
H 3.464 3.962 -2.313
H 3.051 4.061 -4.752
H 0.921 3.211 -5.679
H -0.791 2.281 -4.197
H -1.374 0.074 -3.407
H -3.455 -0.642 -4.463
H -5.620 0.306 -3.719
H -5.673 1.973 -1.895
H -3.599 2.704 -0.825
F 0.821 -3.842 -0.200
C 0.324 -3.873 -1.425
F 1.254 -4.206 -2.303
F -0.666 -4.748 -1.468
S -0.412 -2.230 -1.908
O -1.192 -1.790 -0.734
O -1.101 -2.478 -3.126
N 0.713 -1.074 -2.094
S 2.300 -1.023 -1.745
O 2.831 -2.207 -1.149
O 2.497 0.256 -1.090
C 3.086 -0.866 -3.411
F 4.387 -1.065 -3.258
F 2.584 -1.781 -4.228
F 2.873 0.340 -3.912
*
```

Expectation value of S²   2.01
DFT total energy   -3346.85338 a.u.
ΔE to the lowest compared entry with this formula, charge and spin   0.0 kJ/mol

Atomic partial charges in e from the natural (NBO) method, atoms 1 to 4: 1.0149 -0.5599 -0.2412 -0.6173


Record 3
A gas-phase ion, C2H2Cl3O3P (charge -2) at a distorted geometry. Source: the Open Molecules 2025 dataset; level of theory: ωB97M-V/def2-TZVPD.

```
! RIJCOSX wB97M-V def2-TZVPD def2/J DEFGRID3
* xyz -2 1
C -1.147 0.743 0.224
C -0.583 -0.677 0.211
O -0.775 -1.621 0.968
O 2.151 -1.574 -0.769
O 1.991 -0.174 1.306
P 1.496 -0.476 -0.046
Cl -2.589 1.122 1.182
Cl 2.306 1.377 -1.173
Cl -1.297 -1.184 -1.655
H -0.389 1.436 0.649
H -1.163 1.028 -0.896
*
```

SMILES string   O=[P@@]([O-])(Cl)[C@]([O-])(Cl)CCl
DFT total energy   -2025.16694 a.u.
ΔE to the lowest compared entry with this formula, charge and spin   0.0 kJ/mol

Atomic partial charges in e from the natural (NBO) method, atoms 1 to 4: -0.5024 0.2785 -0.6908 -1.1515


Record 4
A gas-phase ion, C7H10F3N4O (charge +1) at a distorted geometry. Source: the Open Molecules 2025 dataset; level of theory: ωB97M-V/def2-TZVPD.

```
! RIJCOSX wB97M-V def2-TZVPD def2/J DEFGRID3
* xyz 1 1
C 0.069 -2.592 0.315
C -0.021 -1.431 1.053
C 0.551 -2.180 -0.970
C -1.414 0.606 -0.044
C -3.554 1.417 -0.675
C 1.984 -0.056 0.936
C 3.112 0.760 0.199
N 0.993 -0.998 -1.075
N -2.163 1.569 -0.491
N -0.058 0.848 0.028
N 0.705 -0.325 0.298
O -1.832 -0.508 0.258
F 4.227 0.852 0.820
F 3.405 0.303 -1.071
F 2.602 1.964 -0.112
H -0.007 -3.702 0.440
H -0.077 -1.237 2.134
H 0.733 -2.829 -1.797
H -3.995 0.516 -0.279
H -4.082 2.186 -0.220
H -3.904 1.291 -1.622
H 1.870 0.446 1.850
H 2.405 -1.001 1.166
H -1.853 2.446 -0.697
H 0.304 1.654 -0.444
*
```

SMILES string   CNC(=O)N[N@@+]1(CC(F)(F)F)C=CC=N1
DFT total energy   -866.22672 a.u.
ΔE to the lowest compared entry with this formula, charge and spin   289.5 kJ/mol

Atomic partial charges in e from the natural (NBO) method, atoms 1 to 4: -0.3214 0.1224 0.0898 0.7755


Record 5
2 unconnected molecules or ions with the total composition C3H11NOS2 at a distorted geometry. Source: the Open Molecules 2025 dataset; level of theory: ωB97M-V/def2-TZVPD.

```
! RIJCOSX wB97M-V def2-TZVPD def2/J DEFGRID3
* xyz 1 2
N 0.189 0.599 -0.133
C -0.014 -0.886 -0.423
C -1.418 -1.188 -0.973
C 0.285 -1.711 0.783
S 1.717 -0.830 1.607
S 3.485 -1.195 0.699
H -0.386 1.033 0.621
H 0.814 1.115 -0.561
H 0.595 -1.139 -1.336
H -2.085 -0.295 -0.894
H -1.331 -1.282 -1.984
H -1.754 -2.078 -0.433
H -0.465 -1.545 1.659
H 0.221 -2.737 0.407
H 4.426 -1.578 1.444
H -1.863 4.588 -0.749
H -0.720 4.587 0.109
O -1.696 4.542 0.156
*
```

Expectation value of S²   0.76
DFT total energy   -1046.89343 a.u.
ΔE to the lowest compared entry with this formula, charge and spin   185.9 kJ/mol

Atomic partial charges in e from the natural (NBO) method, atoms 1 to 4: -0.6032 -0.0992 -0.6134 -0.5273


Record 6
A gas-phase ion, C11H14N3S (charge +1) at a distorted geometry. Source: the Open Molecules 2025 dataset; level of theory: ωB97M-V/def2-TZVPD.

```
! RIJCOSX wB97M-V def2-TZVPD def2/J DEFGRID3
* xyz 1 1
C 3.283 1.150 -0.416
C 2.504 0.593 -1.463
C 2.724 1.583 0.743
C 1.149 0.293 -1.174
C 1.312 1.721 0.852
C 0.592 0.895 -0.071
C -2.562 2.151 0.621
C -1.626 -0.197 -0.230
C -3.410 1.455 -0.494
C 0.555 -3.738 0.538
C 0.337 -2.164 0.461
N -1.334 1.895 0.854
N -0.762 0.781 0.188
N -2.925 0.107 -0.402
S -1.204 -1.895 -0.299
H 4.401 1.091 -0.402
H 3.022 0.063 -2.251
H 3.347 2.025 1.481
H 0.437 -0.139 -1.825
H 0.622 2.268 1.478
H -2.883 3.133 0.992
H -4.423 1.618 -0.275
H -3.226 1.862 -1.508
H -0.229 -4.306 1.065
H 0.842 -4.289 -0.408
H 1.507 -3.896 1.153
H 1.187 -1.667 -0.092
H 0.379 -1.746 1.417
H -3.615 -0.647 -0.534
*
```

DFT total energy   -989.68948 a.u.
ΔE to the lowest compared entry with this formula, charge and spin   292.7 kJ/mol

Atomic partial charges in e from the natural (NBO) method, atoms 1 to 4: -0.2037 -0.1721 -0.1869 -0.2650


Record 7
2 unconnected molecules or ions with the total composition C4H5NO at a distorted geometry. Source: the Open Molecules 2025 dataset; level of theory: ωB97M-V/def2-TZVPD.

```
! RIJCOSX wB97M-V def2-TZVPD def2/J DEFGRID3
* xyz 0 1
C 0.966 0.307 -1.754
C 0.292 1.283 -1.852
C -0.964 0.192 1.452
C -0.003 -0.751 0.927
N 0.673 -1.509 0.371
O 1.489 -2.233 -0.129
H 1.478 -0.638 -1.686
H -0.507 0.795 2.241
H -1.865 -0.390 1.878
H -1.293 0.835 0.603
H -0.266 2.110 -2.051
*
```

SMILES string   CC#[N+][O-].C#C
DFT total energy   -285.22870 a.u.
ΔE to the lowest compared entry with this formula, charge and spin   488.0 kJ/mol

Atomic partial charges in e from the natural (NBO) method, atoms 1 to 4: -0.2182 -0.2694 -0.6973 0.2272


Record 8
A molecular structure, C58H46N2OP3RuSTe2 at a distorted geometry. Source: the Open Molecules 2025 dataset; level of theory: ωB97M-V/def2-TZVPD.

```
! RIJCOSX wB97M-V def2-TZVPD def2/J DEFGRID3
* xyz 0 6
Ru 0.540 0.694 1.447
O 1.976 2.352 2.760
C 1.001 2.674 2.083
C 0.286 3.814 1.723
C 0.714 5.131 2.088
C -0.016 6.216 1.684
C -1.202 6.067 0.935
C -1.644 4.792 0.603
C -0.908 3.673 0.960
P -1.425 1.950 0.846
C -2.484 1.799 -0.629
C -3.458 0.797 -0.666
C -4.240 0.614 -1.796
C -4.049 1.425 -2.910
C -3.064 2.402 -2.893
C -2.281 2.587 -1.758
C -2.636 1.906 2.236
C -3.977 2.260 2.094
C -4.811 2.327 3.205
C -4.314 2.056 4.472
C -2.974 1.726 4.627
C -2.143 1.653 3.518
H 1.616 5.242 2.677
H 0.317 7.212 1.952
H -1.770 6.938 0.634
H -2.579 4.671 0.065
H -3.599 0.151 0.197
H -5.000 -0.158 -1.805
H -4.662 1.287 -3.793
H -2.903 3.026 -3.765
H -1.514 3.353 -1.748
H -4.381 2.494 1.117
H -5.853 2.594 3.074
H -4.966 2.112 5.336
H -2.571 1.525 5.613
H -1.101 1.395 3.654
Te 4.200 -1.785 0.998
C 4.761 -2.672 -0.853
C 4.282 -3.921 -1.222
C 4.602 -4.405 -2.485
N 5.344 -3.734 -3.367
C 5.809 -2.539 -2.992
C 5.552 -1.969 -1.752
C 2.628 -0.756 0.016
P 2.540 1.071 -0.033
C 4.206 1.681 0.380
C 4.624 1.589 1.710
C 5.891 2.010 2.079
C 6.754 2.535 1.127
C 6.337 2.656 -0.191
C 5.064 2.241 -0.564
C 2.294 1.529 -1.779
C 1.360 2.525 -2.052
C 1.142 2.943 -3.360
C 1.857 2.361 -4.397
C 2.781 1.357 -4.131
C 2.997 0.938 -2.827
P 0.901 -1.322 0.072
C 0.462 -1.427 -1.697
C -0.743 -0.905 -2.140
C -1.087 -0.963 -3.487
C -0.216 -1.546 -4.395
C 0.998 -2.068 -3.960
C 1.340 -2.003 -2.619
C 0.890 -3.061 0.625
C 0.656 -4.140 -0.227
C 0.683 -5.438 0.269
C 0.920 -5.667 1.618
C 1.109 -4.595 2.479
C 1.091 -3.300 1.987
H 3.660 -4.503 -0.551
H 4.240 -5.378 -2.806
H 6.415 -2.011 -3.722
H 5.954 -0.994 -1.498
H 3.947 1.207 2.461
H 6.202 1.931 3.114
H 7.747 2.863 1.414
H 7.000 3.082 -0.935
H 4.744 2.363 -1.589
H 0.811 2.975 -1.230
H 0.417 3.721 -3.567
H 1.686 2.683 -5.418
H 3.330 0.893 -4.943
H 3.701 0.138 -2.620
H -1.414 -0.454 -1.428
H -2.029 -0.545 -3.819
H -0.474 -1.584 -5.447
H 1.687 -2.513 -4.669
H 2.297 -2.390 -2.283
H 0.437 -3.976 -1.271
H 0.505 -6.270 -0.403
H 0.941 -6.681 2.000
H 1.267 -4.766 3.536
H 1.215 -2.464 2.665
S 1.934 0.171 5.840
C 1.316 -0.077 4.386
N 0.846 -0.282 3.315
C -2.601 -2.867 0.700
Te -1.954 -1.610 2.323
C -4.054 -1.326 2.691
C -4.804 -2.189 1.708
C -6.198 -2.265 1.750
C -6.894 -3.028 0.828
C -6.201 -3.729 -0.154
C -4.817 -3.667 -0.197
C -4.109 -2.904 0.735
H -2.172 -3.859 0.833
H -2.234 -2.468 -0.248
H -4.298 -0.272 2.561
H -4.273 -1.596 3.724
H -6.737 -1.714 2.516
H -7.976 -3.078 0.873
H -6.739 -4.324 -0.882
H -4.272 -4.219 -0.956
*
```

Expectation value of S²   8.82
DFT total energy   -4475.60141 a.u.

Atomic partial charges in e from the Löwdin method, atoms 1 to 4: 0.7093 -0.0310 -0.4548 -0.2639


Record 9
A molecular structure, C50H45BrCl5FN3O2P2ReS at a distorted geometry. Source: the Open Molecules 2025 dataset; level of theory: ωB97M-V/def2-TZVPD.

```
! RIJCOSX wB97M-V def2-TZVPD def2/J DEFGRID3
* xyz 1 4
Re -0.180 -0.221 -0.375
C 0.437 2.428 2.207
N 1.141 1.776 3.266
C 1.956 0.604 3.017
P 2.120 0.046 1.248
C 3.556 1.026 0.705
C 3.733 2.353 1.091
C 4.836 3.069 0.651
C 5.770 2.471 -0.179
C 5.609 1.144 -0.551
C 4.506 0.428 -0.121
C 2.866 -1.577 1.611
C 4.085 -1.660 2.286
C 4.622 -2.899 2.588
C 3.940 -4.059 2.239
C 2.727 -3.980 1.575
C 2.195 -2.740 1.249
C 1.235 2.370 4.534
C 1.596 1.592 5.639
C 1.694 2.153 6.902
C 1.424 3.497 7.103
C 1.083 4.282 6.013
C 1.002 3.735 4.743
P -0.919 1.445 1.390
C -2.055 2.762 0.856
C -3.368 2.402 0.542
C -4.257 3.349 0.062
C -3.843 4.661 -0.123
C -2.537 5.021 0.170
C -1.645 4.080 0.662
C -1.720 0.639 2.805
C -1.149 -0.537 3.293
C -1.708 -1.188 4.377
C -2.851 -0.679 4.978
C -3.423 0.488 4.497
C -2.857 1.155 3.420
H 1.086 2.783 1.400
H -0.105 3.269 2.628
H 1.551 -0.271 3.539
H 2.967 0.779 3.401
H 3.034 2.836 1.764
H 4.972 4.094 0.969
H 6.628 3.032 -0.527
H 6.347 0.660 -1.177
H 4.393 -0.612 -0.396
H 4.619 -0.757 2.553
H 5.575 -2.959 3.097
H 4.366 -5.024 2.480
H 2.195 -4.885 1.312
H 1.264 -2.676 0.695
H 1.781 0.532 5.529
H 1.976 1.526 7.737
H 1.484 3.927 8.093
H 0.887 5.338 6.144
H 0.783 4.401 3.920
H -3.687 1.375 0.677
H -5.276 3.066 -0.170
H -4.534 5.404 -0.499
H -2.209 6.041 0.016
H -0.630 4.389 0.869
H -0.291 -0.965 2.792
H -1.265 -2.106 4.738
H -3.293 -1.192 5.821
H -4.317 0.885 4.958
H -3.306 2.070 3.062
Cl 0.892 2.909 -1.295
C -0.621 2.434 -1.976
C -1.174 1.187 -1.655
C -2.457 0.958 -2.148
Cl -3.311 -0.435 -1.620
C -3.128 1.856 -2.974
Cl -4.710 1.509 -3.540
C -2.524 3.062 -3.306
Cl -3.347 4.202 -4.282
C -1.265 3.357 -2.790
Cl -0.547 4.877 -3.123
F -1.485 -1.244 0.637
C -3.775 -3.550 -2.560
N -2.420 -3.456 -2.028
C -2.299 -3.865 -0.638
C -1.436 -2.847 -2.696
S -0.014 -2.217 -1.913
N -1.469 -2.850 -4.033
C -0.632 -1.977 -4.845
C -2.043 -3.966 -4.779
H -4.468 -3.237 -1.780
H -4.029 -4.569 -2.857
H -3.897 -2.880 -3.406
H -2.736 -4.859 -0.529
H -2.823 -3.171 0.020
H -1.257 -3.898 -0.341
H -0.419 -1.047 -4.332
H -1.167 -1.748 -5.767
H 0.313 -2.464 -5.101
H -2.305 -4.782 -4.112
H -1.287 -4.332 -5.474
H -2.921 -3.666 -5.352
Br 3.620 -2.392 -2.532
C 4.093 -0.687 -3.222
C 5.372 -0.536 -3.735
C 5.752 0.680 -4.278
C 4.855 1.736 -4.313
C 3.582 1.577 -3.793
C 3.186 0.369 -3.227
C 1.774 0.294 -2.702
O 0.849 0.494 -3.467
O 1.648 0.108 -1.410
H 6.066 -1.365 -3.705
H 6.753 0.801 -4.671
H 5.144 2.679 -4.758
H 2.871 2.394 -3.822
*
```

Expectation value of S²   3.78
DFT total energy   -8380.95011 a.u.
ΔE to the lowest compared entry with this formula, charge and spin   62.8 kJ/mol

Atomic partial charges in e from the Löwdin method, atoms 1 to 4: 1.2432 -0.3264 -0.1744 -0.3031